Record 1
{
  "formula": "C3HN3O2",
  "method": "ωB97M-V/def2-TZVPD",
  "lumo_ha": [-0.1936, -0.1941],
  "e_homo_ev": [-11.226, -11.229],
  "orbital_gap_ev": [5.96, 5.95],
  "symbols": ["O", "O", "N", "N", "N", "C", "C", "C", "H"],
  "coordinates": [[-0.2749, 0.5448, -0.9221], [-3.2763, 2.5060, 1.1360], [-4.0041, 1.4486, -0.8689], [-1.2484, -0.5387, 0.8723], [-2.3539, 3.0695, -1.4985], [-0.7329, -0.0412, -0.0394], [-3.5467, 1.9030, 0.1673], [-1.6400, 3.9596, -1.6563], [-1.1020, -1.2080, 1.6225]],
  "lowdin_charge": [0.149, 0.193, 0.323, 0.207, 0.006, -0.470, -0.451, -0.065, 0.108]
}


Record 2
{
  "formula": "H12LiO6",
  "method": "ωB97M-V/def2-TZVPD",
  "lumo_ha": -0.1256,
  "charge": 1,
  "e_homo_ev": -14.974,
  "orbital_gap_ev": 11.56,
  "symbols": ["O", "O", "O", "O", "O", "O", "Li", "H", "H", "H", "H", "H", "H", "H", "H", "H", "H", "H", "H"],
  "coordinates": [[-1.2904, -0.0130, -1.6105], [1.4406, 0.2822, 1.4707], [2.0063, 0.2947, -1.5853], [0.3877, -2.0700, -0.2401], [-1.3841, -0.8084, 1.9286], [-0.7809, 1.9427, 0.6340], [-0.2233, -0.1474, 0.3028], [1.0672, -2.3656, -0.9682], [1.5460, 0.1017, -2.4590], [-1.0140, -0.4919, -2.3492], [-1.4628, 2.1572, 0.0585], [1.9528, 1.3490, -1.6789], [-1.6652, -0.5626, 2.8255], [1.4034, 1.2110, 1.3217], [-0.7337, 2.7621, 1.1949], [-2.0809, 0.6664, -2.0779], [2.3998, 0.1427, 1.2649], [-0.4310, -2.6560, -0.2140], [-1.1374, -1.7948, 2.1814]],
  "lowdin_charge": [-0.142, -0.091, -0.136, -0.157, -0.134, -0.058, 0.707, 0.127, 0.059, -0.011, 0.006, 0.123, 0.064, 0.009, 0.109, 0.210, 0.095, 0.091, 0.127]
}


Record 3
{
  "formula": "C12H21INOPdSb",
  "method": "ωB97M-V/def2-TZVPD",
  "lumo_ha": -0.0092,
  "e_homo_ev": -7.576,
  "orbital_gap_ev": 7.33,
  "symbols": ["I", "Sb", "Pd", "O", "N", "C", "C", "C", "C", "C", "C", "C", "C", "C", "C", "C", "C", "H", "H", "H", "H", "H", "H", "H", "H", "H", "H", "H", "H", "H", "H", "H", "H", "H", "H", "H", "H", "H"],
  "coordinates": [[2.6745, -0.3572, -2.6686], [-1.7879, 0.1598, -0.2215], [0.6602, 0.2035, -0.7677], [1.8801, -1.9592, 0.6984], [0.6859, -3.0701, -0.8525], [0.5250, -0.3302, -2.8092], [1.1568, 1.5233, 0.6461], [0.8123, 3.5582, 1.9479], [-3.1065, 0.1892, 1.4310], [-2.7923, -1.2256, -1.4787], [2.0670, -4.3405, 0.7066], [0.3254, 2.5414, 1.1332], [2.4948, 1.5527, 1.0628], [2.9856, 2.5640, 1.8763], [-2.5431, 1.8827, -1.2283], [2.1459, 3.5764, 2.3196], [1.5417, -3.0181, 0.2006], [0.2143, -1.2504, -3.3028], [3.1662, 0.7610, 0.7492], [2.1278, -4.3007, 1.7913], [-0.7275, 2.5715, 0.8717], [-3.8462, -0.9581, -1.5560], [0.4280, -2.1791, -1.2663], [-4.0995, 0.3541, 1.0153], [2.5275, 4.3681, 2.9519], [-1.7972, 2.2249, -1.9417], [4.0269, 2.5568, 2.1757], [0.2619, 0.5241, -3.4294], [-3.0784, -0.7549, 1.9707], [0.1420, 4.3345, 2.2984], [-2.8467, 0.9949, 2.1142], [0.4967, -3.9295, -1.3336], [3.0760, -4.4787, 0.3166], [-2.7465, 2.6861, -0.5209], [-2.3225, -1.1730, -2.4594], [-2.7143, -2.2425, -1.0958], [-3.4678, 1.6284, -1.7460], [1.4541, -5.1878, 0.4009]],
  "lowdin_charge": [0.743, 1.350, 0.338, -0.012, 0.151, -0.786, -0.309, -0.114, -0.293, -0.315, -0.006, -0.171, -0.142, -0.106, -0.300, -0.114, -0.610, -0.059, 0.074, 0.084, 0.036, 0.008, 0.005, 0.014, 0.095, 0.005, 0.097, -0.055, 0.009, 0.096, 0.010, 0.100, 0.088, 0.007, -0.001, 0.004, 0.008, 0.071]
}


In order of appearance, ΔE to the lowest compared entry with this formula, charge and spin = 605.7, 168.3, 85.4 kJ/mol.
In order of appearance, DFT total energy = -11685.1619, -12680.4253, -34438.4390 eV.